{"formula": "C48H123N9O15", "method": "the ωB97M-V functional and the def2-TZVPD basis", "symbols": ["C", "O", "C", "C", "C", "N", "H", "H", "H", "H", "H", "H", "H", "H", "H", "H", "H", "C", "O", "C", "C", "C", "N", "H", "H", "H", "H", "H", "H", "H", "H", "H", "H", "H", "C", "O", "C", "C", "C", "N", "H", "H", "H", "H", "H", "H", "H", "H", "H", "H", "H", "C", "O", "C", "C", "N", "C", "C", "O", "C", "H", "H", "H", "H", "H", "H", "H", "H", "H", "H", "H", "H", "H", "H", "H", "C", "O", "C", "C", "N", "C", "C", "O", "C", "H", "H", "H", "H", "H", "H", "H", "H", "H", "H", "H", "H", "H", "H", "H", "C", "O", "C", "C", "N", "C", "C", "O", "C", "H", "H", "H", "H", "H", "H", "H", "H", "H", "H", "H", "H", "H", "H", "H", "C", "O", "C", "C", "N", "C", "C", "O", "C", "H", "H", "H", "H", "H", "H", "H", "H", "H", "H", "H", "H", "H", "H", "H", "C", "O", "C", "C", "N", "C", "C", "O", "C", "H", "H", "H", "H", "H", "H", "H", "H", "H", "H", "H", "H", "H", "H", "H", "C", "O", "C", "C", "N", "C", "C", "O", "C", "H", "H", "H", "H", "H", "H", "H", "H", "H", "H", "H", "H", "H", "H", "H"], "xyz": [[-1.711, -9.441, -4.711], [-1.394, -10.201, -3.562], [-2.070, -11.437, -3.621], [-1.788, -12.234, -2.338], [-0.337, -12.538, -2.114], [-2.489, -13.553, -2.337], [-2.794, -9.344, -4.808], [-1.299, -9.951, -5.596], [-1.193, -8.487, -4.808], [-3.153, -11.269, -3.674], [-1.838, -12.056, -4.496], [-2.239, -11.770, -1.460], [-0.187, -13.248, -1.300], [0.251, -11.670, -1.794], [0.230, -12.857, -2.993], [-2.118, -14.105, -3.109], [-3.474, -13.427, -2.562], [0.527, -10.555, 6.028], [1.691, -10.137, 5.343], [1.357, -9.614, 4.073], [2.626, -9.111, 3.372], [3.407, -8.047, 4.149], [2.235, -8.677, 2.040], [0.671, -10.508, 7.109], [0.319, -11.604, 5.804], [-0.319, -9.893, 5.819], [0.785, -10.345, 3.486], [0.663, -8.767, 4.173], [3.320, -9.959, 3.267], [3.930, -8.469, 5.003], [2.681, -7.327, 4.542], [4.077, -7.481, 3.503], [2.994, -8.204, 1.565], [2.023, -9.506, 1.496], [-0.117, -15.201, 5.777], [-1.438, -15.235, 6.232], [-2.397, -14.715, 5.345], [-3.789, -14.873, 5.916], [-4.323, -16.311, 5.829], [-4.693, -13.994, 5.171], [-0.017, -15.792, 4.855], [0.553, -15.726, 6.459], [0.218, -14.167, 5.662], [-2.202, -13.644, 5.209], [-2.335, -15.218, 4.371], [-3.883, -14.467, 6.928], [-3.580, -17.036, 6.174], [-4.429, -16.556, 4.765], [-5.305, -16.473, 6.269], [-4.564, -14.106, 4.163], [-5.663, -14.279, 5.252], [-5.267, -11.043, -0.324], [-5.441, -10.166, -1.412], [-4.573, -9.064, -1.426], [-4.728, -8.144, -0.216], [-5.971, -7.393, -0.240], [-6.287, -6.729, 0.990], [-7.628, -5.985, 0.892], [-7.607, -4.944, 1.847], [-8.760, -4.138, 1.713], [-4.204, -11.317, -0.257], [-5.755, -11.989, -0.558], [-5.620, -10.659, 0.632], [-4.711, -8.453, -2.322], [-3.547, -9.443, -1.553], [-3.915, -7.412, -0.199], [-4.636, -8.746, 0.698], [-6.719, -7.898, -0.692], [-5.533, -5.995, 1.285], [-6.426, -7.416, 1.839], [-8.385, -6.745, 1.132], [-7.836, -5.606, -0.113], [-8.734, -3.338, 2.446], [-9.676, -4.734, 1.800], [-8.835, -3.686, 0.715], [-6.245, -5.001, 5.654], [-5.179, -5.935, 5.611], [-5.488, -7.093, 4.898], [-4.254, -7.992, 4.867], [-4.688, -9.351, 4.483], [-3.593, -10.322, 4.604], [-2.447, -10.051, 3.659], [-2.935, -9.852, 2.355], [-1.887, -9.548, 1.449], [-7.014, -5.446, 6.305], [-6.711, -4.945, 4.663], [-5.972, -4.014, 6.013], [-5.824, -6.932, 3.865], [-6.308, -7.628, 5.399], [-3.831, -7.986, 5.875], [-3.528, -7.558, 4.171], [-4.766, -9.252, 3.468], [-4.065, -11.266, 4.307], [-3.290, -10.482, 5.640], [-1.649, -10.810, 3.701], [-1.831, -9.191, 3.976], [-1.084, -10.287, 1.543], [-1.453, -8.564, 1.655], [-2.322, -9.580, 0.454], [2.516, -7.807, 9.950], [2.170, -7.178, 8.729], [1.618, -8.089, 7.823], [1.199, -7.355, 6.567], [0.130, -6.382, 6.843], [-0.449, -5.926, 5.580], [-1.648, -5.031, 5.795], [-1.247, -3.918, 6.566], [-2.306, -3.145, 7.057], [3.496, -8.284, 9.846], [1.793, -8.569, 10.255], [2.546, -7.064, 10.745], [0.800, -8.762, 8.109], [2.381, -8.814, 7.488], [0.837, -8.052, 5.806], [2.048, -6.842, 6.093], [0.561, -5.602, 7.324], [-0.880, -6.800, 5.082], [0.338, -5.472, 4.966], [-2.437, -5.625, 6.277], [-2.164, -4.664, 4.897], [-3.016, -3.744, 7.638], [-2.836, -2.645, 6.238], [-1.958, -2.372, 7.741], [-9.571, -7.855, 3.447], [-9.100, -9.101, 2.957], [-8.220, -9.784, 3.849], [-7.832, -11.119, 3.253], [-8.905, -11.729, 2.457], [-8.433, -12.750, 1.545], [-9.660, -13.344, 0.871], [-9.247, -14.278, -0.098], [-10.247, -14.918, -0.815], [-8.902, -7.325, 4.129], [-10.562, -7.992, 3.882], [-9.640, -7.233, 2.551], [-8.761, -9.844, 4.802], [-7.327, -9.181, 4.030], [-7.478, -11.846, 3.984], [-7.036, -10.914, 2.517], [-9.330, -10.965, 1.941], [-7.916, -13.542, 2.090], [-7.743, -12.364, 0.783], [-10.334, -12.607, 0.419], [-10.260, -13.786, 1.676], [-11.165, -15.129, -0.245], [-9.933, -15.859, -1.257], [-10.673, -14.292, -1.616], [-7.913, -6.882, 10.131], [-7.317, -7.805, 9.268], [-6.025, -8.191, 9.660], [-5.459, -9.044, 8.519], [-6.036, -10.383, 8.625], [-5.886, -11.156, 7.378], [-6.902, -12.276, 7.309], [-8.187, -11.708, 7.443], [-9.212, -12.623, 7.711], [-7.335, -5.971, 10.302], [-8.123, -7.353, 11.106], [-8.936, -6.642, 9.836], [-6.106, -8.764, 10.592], [-5.337, -7.360, 9.864], [-4.372, -9.139, 8.533], [-5.730, -8.556, 7.573], [-7.041, -10.319, 8.766], [-4.879, -11.582, 7.369], [-5.997, -10.477, 6.522], [-6.628, -12.933, 8.143], [-6.852, -12.774, 6.340], [-9.290, -13.341, 6.880], [-10.186, -12.159, 7.840], [-8.971, -13.229, 8.594], [-8.666, -2.595, 7.289], [-9.410, -3.501, 6.529], [-9.660, -4.728, 7.213], [-10.536, -5.621, 6.331], [-10.812, -6.924, 6.959], [-9.630, -7.771, 7.037], [-9.912, -9.036, 7.855], [-10.397, -8.577, 9.102], [-10.892, -9.595, 9.904], [-7.633, -2.954, 7.384], [-9.038, -2.437, 8.312], [-8.687, -1.619, 6.805], [-10.161, -4.441, 8.143], [-8.716, -5.233, 7.433], [-10.119, -5.766, 5.336], [-11.522, -5.158, 6.258], [-11.154, -6.750, 7.898], [-8.690, -7.323, 7.382], [-9.332, -8.058, 6.023], [-8.970, -9.568, 8.000], [-10.636, -9.650, 7.308], [-10.106, -10.300, 10.214], [-11.729, -10.143, 9.448], [-11.319, -9.260, 10.855]], "forces_ev_per_a": [[0.5745, -0.5294, -0.9831], [0.1047, 0.2881, -0.3019], [-0.4149, -0.2265, 1.1914], [-0.7975, -1.2507, -0.1426], [1.5146, 0.8403, 0.6029], [0.0336, 0.3252, -0.7513], [-0.0133, 0.2474, -0.1010], [-0.4785, -0.2941, -0.0384], [-0.1889, 0.1639, 1.0237], [-0.1216, 0.1275, -0.0008], [0.4934, 0.1572, -0.1400], [0.3381, 0.6502, -0.0982], [-0.2606, -0.2663, -0.1917], [-0.4009, 0.2427, -0.0632], [-0.4807, -0.3743, -0.1784], [0.0048, -0.1067, 0.1286], [0.0284, 0.0587, 0.1287], [0.1517, -0.2915, 0.4671], [-0.2361, 0.1203, -0.0149], [0.3032, 0.4791, 0.0060], [0.7802, -1.0185, 0.0227], [-1.3274, 0.4186, -0.0923], [-0.3279, 0.2670, -0.2285], [0.3464, 0.0053, -0.1596], [-0.3558, 0.0687, -0.2864], [-0.1408, -0.1988, -0.2003], [0.3982, -0.2218, -0.2006], [0.0886, 0.0611, -0.0242], [-0.1533, -0.1923, 0.2406], [0.1096, -0.0739, -0.0796], [0.3770, -0.0328, -0.2622], [0.2249, -0.2586, -0.0385], [0.0120, -0.0022, 0.0848], [-0.0774, 0.1596, -0.1485], [0.1243, -0.4001, -0.4691], [-0.3272, -0.5893, 0.7668], [0.3386, 0.3872, 0.3101], [-1.5871, -0.2943, 0.0513], [1.0833, -0.3367, -0.6344], [-0.2088, 0.6570, -1.2992], [-0.0347, 0.4748, -0.2970], [-0.3275, 0.2393, 0.4616], [0.1711, -0.0349, -0.2654], [-0.0610, 0.0731, -0.2161], [-0.0149, -0.0053, -0.1048], [0.6712, -0.4198, 0.1574], [-0.2766, 0.0343, 0.4583], [-0.0738, 0.1393, -0.0396], [0.1252, 0.1483, 0.3611], [0.3797, 0.0579, 0.1297], [0.0415, -0.1096, 0.5671], [0.8095, -0.5382, -0.4055], [-0.9566, 0.1117, -0.3866], [0.7377, 0.4818, 0.1692], [0.0425, -0.1053, 0.0403], [0.5913, 0.0599, -0.6644], [-1.0751, 0.2610, 0.1753], [0.5763, -0.6436, 0.2345], [-0.4511, 0.0751, -0.2305], [-0.2456, -0.0240, -0.3145], [0.0601, 0.2159, 0.3661], [-0.3965, 0.2168, -0.0417], [-0.0278, 0.0760, -0.0008], [-0.6047, -0.3023, -0.1115], [0.1354, 0.1329, 0.4982], [0.1919, -0.1467, -0.0453], [0.0739, 0.0361, 0.1151], [-0.1791, -0.1151, 0.3739], [0.2388, -0.1017, -0.2739], [0.3545, -0.1821, 0.0447], [-0.3092, 0.3714, -0.0887], [0.2335, 0.1191, -0.0598], [0.0108, -0.1401, 0.1661], [-0.0116, -0.0157, 0.3836], [0.3204, 0.0542, -0.0424], [-0.9929, -1.4105, -0.3374], [0.7170, 1.1198, -0.1250], [-0.0738, -0.7607, 0.1481], [-0.7606, 0.1590, 0.3891], [1.0487, 0.9410, -0.2800], [-0.9352, -0.8391, -0.5950], [1.3369, 0.4868, 0.6008], [0.1298, -0.1621, 0.0428], [-0.1660, -0.1117, 0.2436], [-0.0034, 0.3977, 0.0809], [0.1066, 0.3859, -0.0297], [0.4748, -0.1399, 0.0305], [-0.0117, 0.4964, 0.0641], [0.0073, -0.0964, 0.0825], [0.1117, -0.1794, -0.0226], [0.1663, -0.0259, 0.0785], [-0.5587, -0.3504, 0.0562], [0.2604, -0.1513, 0.0645], [0.1790, 0.3617, -0.0012], [-0.5208, -0.6250, -0.2171], [-0.4942, 0.4641, -0.0271], [-0.0171, -0.0750, -0.1608], [-0.0652, 0.0682, -0.0335], [0.1615, 0.0624, -0.0647], [0.2217, 0.0122, 0.0082], [-0.8545, -0.2797, 0.7345], [0.8827, -0.7043, -1.9826], [-0.5403, 0.8492, 0.1162], [-0.0432, -0.4797, -0.1845], [-0.2412, -0.0162, 0.1921], [-0.4604, 0.3116, 0.2824], [0.3828, 0.0639, 0.4618], [-0.4905, 0.0584, 0.0428], [0.0192, -0.0389, 0.1324], [-0.1207, 0.0070, -0.1660], [0.1269, 0.1280, -0.1437], [-0.2506, 0.7852, 1.0195], [0.2179, 0.1185, 0.1804], [0.0441, 0.1247, 0.5777], [0.0338, -0.1162, 0.4665], [-0.2838, 0.1121, 0.0844], [0.3777, -0.0990, -0.2547], [-0.2462, 0.1272, -0.3804], [0.1813, 0.1137, 0.4869], [0.5135, -0.1635, -0.4211], [-0.0846, -0.1739, -0.1751], [-0.1491, -0.0442, -0.0342], [0.4577, -0.0576, -0.1543], [-0.1364, -0.0923, -0.9824], [0.7640, 0.0318, -0.1284], [-0.9432, 0.4188, 0.6453], [0.0256, -0.1501, -1.5133], [-0.2062, 0.2875, 0.7747], [-0.5012, 0.3392, -0.4203], [-0.3164, -0.3010, 0.2186], [0.7225, -0.3556, 0.2442], [-1.7900, 0.2676, -0.4447], [0.1769, -0.3556, 0.0634], [0.0353, 0.1796, 0.2588], [-0.3583, 0.1584, 0.2447], [0.1952, -0.5088, 0.1040], [0.1275, -0.0714, -0.0079], [0.1227, 0.2559, 0.1917], [0.4844, -0.0037, 0.4553], [-0.1204, -0.1678, -0.0371], [0.0023, -0.0064, 0.0732], [0.1019, 0.0134, -0.0035], [0.3184, 0.3941, -0.1070], [-0.0373, -0.4064, -0.1496], [0.3699, -0.1731, 0.5474], [0.4827, 0.0865, 0.1293], [0.4897, 0.1451, -0.1768], [-0.8743, -0.3320, 1.2822], [-0.1033, 0.6166, -0.5272], [0.7828, -0.4280, -0.1492], [-0.6513, -0.4121, 0.5674], [-0.2163, -0.5713, -0.5449], [0.0729, 0.7475, 0.1965], [0.3712, 0.4718, 0.1309], [-0.2496, 0.6184, 0.3680], [0.3822, -1.2937, -0.2819], [0.1828, -0.0179, -0.2216], [0.4984, 0.0485, 0.1227], [0.2731, 0.0683, -0.7559], [0.2022, -0.1689, -0.0598], [-0.3414, 0.3387, -0.1508], [0.0474, 0.1704, 0.2499], [0.0094, 0.1031, -0.0409], [0.0738, 0.3272, 0.1367], [-0.0038, -0.0991, -0.2758], [0.0572, -0.1826, -0.2216], [-0.5460, -0.4057, -0.0615], [0.2291, -0.2860, 0.0898], [-0.1406, 0.0670, -0.0170], [0.2222, 0.4399, 0.0098], [-0.1128, 0.1669, 0.1270], [0.5166, 0.0803, 0.2929], [-0.3587, -0.2641, -0.2319], [0.1343, 0.6288, -0.6662], [-0.7740, -0.1450, 1.1025], [0.6966, 0.2973, -0.2075], [0.4459, -0.7428, -0.4062], [0.5485, 1.1495, -0.4615], [-0.4768, 0.2390, 0.1864], [-0.3504, -1.0562, 0.8741], [0.0376, 0.2112, 0.0130], [-0.2698, -0.2494, -0.0677], [0.0879, -0.1191, -0.1984], [-0.1302, -0.5065, 0.1909], [0.0224, 0.0758, 0.2170], [0.1128, 0.1099, 0.0041], [0.1534, 0.2794, -0.4240], [-0.0430, -0.1843, 0.0375], [-0.3220, 0.3294, 0.5875], [-0.4257, -0.2560, 0.0600], [-0.1674, -0.2239, -0.0978], [-0.1677, -0.1176, 0.3000], [-0.0081, -0.1004, -0.3612], [0.2807, -0.0718, -0.3421], [0.2364, 0.7490, -0.2402]], "fmax_ev_per_a": 2.28, "e_tot_ha": -3523.65378, "gap_ha": 0.330, "relative_energy_kj_mol": 134.7, "smiles": "COC[C@H](C)N.COC[C@H](C)N.COC[C@H](C)N.COCCNCCOC.COCCNCCOC.COCCNCCOC.COCCNCCOC.COCCNCCOC.COCCNCCOC", "homo_energy_ev": -8.54}


{"formula": "NO3Rb", "method": "the ωB97M-V functional and the def2-TZVPD basis", "symbols": ["Rb", "N", "O", "O", "O"], "xyz": [[-27.039, 11.485, -3.287], [-29.960, 15.143, -4.790], [-30.193, 14.047, -4.882], [-29.291, 15.503, -3.811], [-30.462, 15.912, -5.694]], "forces_ev_per_a": [[-0.4081, 0.4837, -0.1588], [0.0332, 8.3656, -0.9523], [-2.0851, -11.6927, -1.1219], [1.2183, 2.0983, 0.8304], [1.2417, 0.7450, 1.4027]], "fmax_ev_per_a": 11.93, "e_tot_ha": -304.37632, "gap_ha": 0.169, "relative_energy_kj_mol": 225.3, "homo_energy_ev": -6.55}